306
Properties=species:S:1:pos:R:3:forces:R:3:lowdin_charge:R:1 method="wB97M-V/def2-TZVPD" lumo_ev=-2.7008 homo_lumo_gap_ev=6.82 e_homo_ev=-9.521 total_charge=+1
H -2.559884 6.803460 -1.799468 -0.200 0.245 -0.077 0.123
H 0.421542 6.822141 7.680844 -0.258 -0.163 0.079 0.142
C 0.856807 -0.224451 3.486830 1.236 2.345 1.033 0.008
C -2.396844 -6.589250 3.905713 1.498 1.590 -0.370 0.035
H -7.974672 -0.076797 4.403367 -0.412 -0.482 -0.072 0.096
H -4.374320 0.687907 2.524578 0.603 0.041 -1.316 0.086
C 0.303175 -6.936669 -5.427859 0.945 -2.192 -0.113 0.025
C -1.931183 -0.204591 -0.938613 -1.622 -1.504 -0.275 0.046
H -5.052028 -0.637551 -4.127002 -0.421 -0.248 -0.053 0.063
H -9.101010 0.039999 -0.271550 0.076 -0.191 -0.479 0.101
H -0.851395 7.120086 4.703714 -0.205 0.470 0.573 0.092
C -0.898548 -7.927044 -2.133177 0.345 -0.143 0.613 0.023
H 5.539995 0.814777 1.047349 0.048 0.285 -0.153 0.067
H -4.558035 7.264806 2.236561 0.388 -0.047 -0.112 0.084
H -5.045732 5.513829 0.489988 -0.137 0.212 -0.021 0.066
H 6.479975 -5.543015 0.461224 0.488 0.780 -0.164 0.100
H 6.237412 -8.158957 -4.954236 -0.859 -0.124 -0.325 0.107
C -0.491978 0.581130 -6.262987 0.357 0.639 -2.178 -0.091
C 4.189364 0.188781 5.031047 0.234 0.253 -0.205 -0.149
C 0.187528 -3.042029 6.978538 -0.116 0.546 0.506 -0.223
H -8.840074 -0.293095 2.367784 0.868 -0.451 0.100 0.097
O -4.324632 -3.386940 0.835828 0.187 0.054 -0.406 -0.033
C 1.621060 -1.580626 -3.827445 0.534 -2.394 0.356 0.017
O 6.891025 -3.625741 -3.162235 -0.712 0.127 -0.356 -0.089
C -1.659935 -6.692930 -0.170837 0.643 0.093 -1.016 -0.131
H 0.321459 5.062877 7.407868 0.430 -0.165 0.234 0.110
C 4.211011 -1.285051 4.609113 0.824 0.723 -1.989 -0.142
H 2.243525 1.312604 5.619168 0.833 -0.987 -0.562 0.111
H -2.657368 1.887211 -7.438187 -0.286 0.671 -1.023 0.089
H 4.729017 -6.746697 -3.455303 1.450 0.413 -0.717 0.150
H -1.425127 5.447045 3.473385 -0.620 -0.412 -0.479 0.101
H -2.236445 9.339874 1.930454 -0.594 -0.866 1.069 0.132
H -10.722999 1.765001 0.412253 0.432 -0.587 0.244 0.079
C 1.475246 5.134601 4.899850 0.646 -1.709 2.630 -0.129
N -0.257201 -3.967395 2.703135 1.715 -0.198 0.044 -0.564
H 5.038213 -8.084242 -1.339991 0.756 -0.356 -0.426 0.112
H -0.292765 -7.467625 2.770145 0.477 -0.502 0.234 0.135
H -1.390574 -1.670319 -4.083689 -0.186 -0.237 -0.511 0.086
C 6.767957 0.794730 -6.478633 0.565 -1.005 -1.518 -0.147
C -2.700451 -5.952832 0.295786 -0.974 0.132 -0.097 0.067
C 4.543616 1.486845 -0.865689 1.261 0.011 1.271 -0.241
H 4.883656 0.224452 -5.295625 0.592 -0.227 -1.180 0.119
O 0.162427 6.484473 1.026326 0.183 -0.574 -0.500 -0.046
H -3.757630 0.551043 -0.251336 -0.486 0.354 0.321 0.096
H -6.832729 1.630094 2.196621 -0.204 -0.781 -0.041 0.124
H 4.168683 -1.928763 5.433714 0.562 -0.979 1.292 0.092
C -0.890200 -5.662532 -3.660667 0.035 -1.776 1.305 0.062
C -4.734596 0.503756 3.493041 -0.360 -0.764 1.933 -0.053
H 2.435023 -4.550035 -3.981870 -0.331 -0.054 -0.110 0.075
C -3.980428 8.057374 1.749467 2.010 -0.923 -1.297 -0.167
H 6.063305 -5.603255 -4.102793 -0.076 -0.077 0.838 0.132
H -5.486892 -1.657770 2.152833 -0.371 -0.358 0.551 0.108
O -0.494207 1.422776 5.890353 0.158 -0.073 0.086 -0.044
O 0.511816 -3.650061 -5.125364 0.260 0.190 -0.599 -0.098
H -9.886703 2.086245 1.870153 0.539 0.052 0.304 0.065
H -3.313154 -5.462673 -0.478417 -0.002 0.128 1.229 0.132
N -4.062897 -2.578307 -0.077315 -0.194 -0.018 0.351 -0.516
H -2.736923 6.635305 0.600455 -0.557 1.264 -0.227 0.125
H -0.155104 -2.364287 4.955663 -1.579 -0.292 -1.372 0.078
C 0.673869 5.054328 3.658959 -0.272 -2.057 -0.296 -0.155
H 6.914405 -0.279317 -6.588825 0.045 -0.127 0.152 0.119
C -4.973696 8.367576 -1.303020 -0.129 0.620 -1.033 -0.099
C 0.803896 -1.995155 -1.313335 -0.316 0.294 0.816 0.060
H -1.875285 -4.704402 -1.975459 0.241 0.179 -0.073 0.115
H 0.427941 0.382370 -9.072030 -0.557 0.083 0.448 0.136
N 6.382809 -2.465837 -3.208832 2.016 -0.370 0.973 -0.600
O -4.721790 1.819301 -1.922486 -0.105 0.536 -0.016 -0.051
H -3.806401 8.034343 4.225366 -0.954 -0.501 0.735 0.054
H -5.927295 8.713433 -0.868344 0.514 -0.780 0.391 0.136
H 0.483357 -2.146046 -0.269742 0.264 -0.159 -0.562 0.128
N -6.173182 -0.059151 3.299697 1.359 0.645 -0.090 -0.268
O 1.213523 -2.604765 -6.925449 -0.087 -0.330 0.798 -0.015
O -5.056951 1.834228 -4.070783 0.762 0.309 0.846 -0.051
H -6.449510 -0.151684 5.353730 -0.359 0.057 -0.043 0.109
H 4.233765 -5.851737 -1.674338 -0.165 -0.335 0.282 0.081
H 1.013540 7.655421 4.221474 0.472 -0.272 0.137 0.110
H -0.955788 -4.879030 -4.356050 0.307 0.962 -0.798 0.099
C -5.228563 7.957838 -2.767162 -0.340 -1.044 0.404 -0.130
H 2.490131 -2.497394 3.750749 0.773 0.821 -0.205 0.123
H 8.118144 2.398072 -5.848826 0.293 0.241 -0.238 0.109
C -3.521552 -2.134435 -4.171154 0.450 1.304 1.785 -0.229
C -4.907870 -1.620628 -4.587208 0.463 -0.710 0.679 -0.079
H 4.539740 -3.627735 0.572524 0.122 -1.486 0.753 0.131
O 1.184448 2.457584 6.856931 -0.151 -0.839 -0.301 -0.080
C -0.160140 1.297783 -1.095949 1.406 2.151 0.507 0.047
N 5.993762 1.698917 -4.418944 0.075 1.544 0.526 -0.203
C 0.928263 5.957264 7.240448 -2.051 1.121 -0.959 -0.125
H -2.659450 4.048928 0.407205 0.233 -0.401 -0.289 0.065
C 4.941736 1.642012 0.655253 -2.146 -0.042 -0.958 -0.073
H -1.933233 7.726160 2.539736 -0.062 -0.522 -0.067 0.072
H -3.816414 0.699615 -6.619378 -0.394 0.131 -0.808 0.113
H 0.929119 4.132675 3.060340 -0.451 0.858 0.671 0.141
H 0.879339 1.612597 -1.393375 -1.225 -0.417 0.336 0.148
C 5.649000 1.633909 -1.870559 1.146 2.142 -0.543 -0.190
H -3.282249 -3.055554 -4.630992 -0.029 -1.368 -0.633 0.081
C -3.587424 6.439638 -1.778495 -0.190 -1.515 -0.084 -0.112
O 2.792690 2.673844 -5.436762 -0.536 -0.733 -0.609 -0.035
H 1.390272 -3.145518 5.197714 0.010 -0.075 -0.163 0.106
N 0.019417 5.489680 0.282137 -0.707 0.322 0.216 -0.530
H 3.035745 -1.014917 2.863973 0.003 -0.191 -0.549 0.125
N 0.790085 6.197374 5.730758 0.046 1.587 -0.466 -0.220
H 0.864783 1.926686 -7.396688 2.140 0.151 0.254 0.069
N 0.543762 -3.507922 -6.386022 -0.812 0.233 -0.664 -0.569
H -6.284283 7.753711 -2.930752 -0.113 0.017 0.190 0.113
O 2.868743 -7.848749 -0.944411 -0.509 -0.147 -1.107 -0.051
C 7.943414 1.348375 -5.672525 -2.058 -0.243 0.150 -0.146
H 5.122043 -1.439796 3.940475 -1.234 -0.361 1.079 0.146
H -5.923445 5.785165 -1.051847 0.319 0.046 0.468 0.125
H 7.386501 0.127767 -3.866470 -0.310 0.628 -0.738 0.140
O -5.743329 3.300302 3.407196 0.048 -1.519 1.333 -0.046
C -0.968788 -7.189789 1.999346 -0.872 -0.007 1.331 -0.004
H 2.150247 -3.779908 -1.468516 -0.809 0.855 0.174 0.134
H -8.155858 1.447208 0.158214 0.764 0.718 -0.584 0.094
N -0.043079 2.334380 6.593117 -0.511 2.573 0.893 -0.556
O -4.713298 -1.492299 -0.119925 1.139 -0.984 -0.456 -0.035
C -0.361312 -7.952016 -3.361025 0.660 0.048 -1.480 -0.041
N -0.298928 -6.815984 -4.080318 -0.579 0.721 -0.472 -0.042
H 7.731819 -5.044480 -1.565250 -0.077 0.121 0.256 0.087
H -2.753483 8.281301 -0.138071 0.540 0.491 0.311 0.118
H 4.158099 1.781838 -3.431855 0.398 -0.292 0.129 0.098
H 7.639423 -7.586135 -4.311149 0.148 0.788 0.172 0.102
H -2.922082 -5.628619 4.048635 0.085 -0.757 0.397 0.105
H 2.480248 -4.271563 1.460703 -0.266 0.112 0.373 0.039
C -0.630959 0.031432 -1.301395 0.477 0.744 -0.708 -0.156
H 6.818451 1.158304 -7.511243 -0.541 0.219 0.237 0.123
H -7.756448 -1.163146 1.111546 -0.522 1.032 0.992 0.137
H 0.802388 -6.064394 -5.771637 0.152 0.978 0.234 0.055
N -1.833469 0.097021 -6.755735 1.927 -0.645 -0.157 -0.244
H 1.092548 -2.871695 7.587279 -0.564 -0.463 0.450 0.110
C -2.710598 8.479352 2.519605 -0.377 1.869 0.615 -0.234
C 3.002798 -3.662803 -3.739994 0.305 -0.548 -0.860 0.004
H -3.681062 9.800510 3.962593 -0.622 0.383 0.089 0.061
H -4.745350 1.472388 4.038224 -0.333 -0.766 -0.476 0.117
O -5.036310 5.255889 2.940982 0.359 0.394 -0.173 -0.045
O 0.872076 4.551508 0.281012 -1.301 1.221 -0.269 -0.050
O -0.798664 3.258011 7.028586 0.297 -1.273 -0.602 -0.049
C 1.196313 -1.080313 5.837101 0.897 -1.113 -2.803 -0.056
O 2.239727 1.321982 -3.858403 -0.459 0.133 -1.026 -0.077
O -1.464426 -3.781717 2.668101 -1.034 0.170 0.085 0.000
O 0.227022 -5.061620 3.087234 -0.338 -0.019 0.165 -0.050
H -3.818881 6.769446 -3.924265 0.346 0.010 -0.076 0.111
H 8.082804 -6.799618 -1.143704 0.205 0.674 -0.169 0.103
H 6.253142 3.533915 -5.566854 -0.040 -0.140 0.244 0.097
H 0.454280 -0.352424 6.117198 0.028 0.340 -0.149 0.085
H 1.895812 -1.611076 -4.833198 0.502 0.650 -1.479 0.089
H -2.315308 -0.205456 -4.031327 -0.576 -0.903 -0.676 0.103
H 5.015471 0.231460 -3.372760 -0.102 -0.604 0.206 0.105
H -4.975529 8.661861 -3.503963 0.464 1.361 -0.593 0.092
H -2.375702 8.923533 4.766432 -0.680 -0.077 -1.100 0.074
C -3.345267 7.574137 0.411968 -1.525 -2.349 0.131 -0.088
H -4.063573 2.966831 -0.129049 1.183 0.271 1.317 0.111
C -1.320704 -6.727898 -1.608756 -0.518 -0.464 1.392 -0.148
C -0.484383 0.857449 -8.647378 1.160 -0.940 -0.622 -0.156
H -0.134598 -4.097633 7.049382 0.768 0.294 -0.668 0.113
C -1.517171 -0.201736 -8.265562 -2.630 1.341 -0.035 -0.047
H 2.917798 -5.916326 1.880851 0.129 0.041 0.005 0.083
C 5.851514 -6.517411 -3.527734 -1.334 -1.467 -0.110 -0.098
H 0.926094 8.388688 5.741847 0.116 0.006 0.845 0.112
H -3.645109 -5.434255 2.196157 -1.274 0.853 0.057 0.114
H 8.231225 -6.142445 -2.780082 0.304 -0.247 -0.981 0.085
C 4.491813 -4.690070 1.027333 1.993 0.701 -2.469 -0.227
C 5.445165 -5.637688 0.175836 -1.673 -1.215 0.632 -0.161
H -1.260372 6.110908 6.158294 -0.970 -0.116 0.513 0.122
H -0.529988 0.972864 -5.288795 -0.605 0.862 1.083 0.102
C 2.938234 -1.476155 3.833728 -1.431 -0.666 0.338 -0.117
H -0.856697 -8.787517 -1.513007 -0.134 -0.713 0.265 0.133
C -0.118192 1.605579 -7.393255 -2.145 0.332 1.620 -0.134
C 5.499057 1.033901 -5.724268 -1.061 1.603 1.436 -0.083
H 5.899628 -9.593292 -2.993698 0.535 -0.056 -0.234 0.109
C -1.036469 -2.267694 7.479191 -0.424 0.064 -1.095 -0.098
H 4.833726 5.400924 8.871913 -0.333 0.112 0.446 0.077
O 2.354348 0.549275 -5.915258 -0.133 1.763 1.021 -0.047
O 0.546934 -3.070154 2.359895 -0.262 0.209 -0.129 -0.075
H -4.419021 -2.815665 3.945409 0.195 0.634 0.285 0.106
H 5.474330 -4.565811 -1.672753 -0.202 -1.055 0.090 0.122
N -4.355720 7.139952 -0.705987 0.068 0.984 1.965 -0.263
C -4.881214 -1.863225 4.276304 0.252 -0.596 -1.101 -0.131
C -10.045903 1.286348 1.155507 -0.961 -0.067 -0.312 -0.113
N 2.412365 1.531321 -5.096073 1.192 -0.718 0.582 -0.524
C 7.429980 1.166117 -4.277955 -0.572 -0.106 0.216 -0.089
H 3.741154 -3.997714 -3.031220 0.255 0.380 0.461 0.070
H -5.977165 0.319841 1.271985 -1.041 0.392 0.605 0.136
H 3.948218 1.677511 1.171114 0.736 -0.411 -0.024 0.061
O -3.047326 1.615352 -3.275327 0.160 0.548 0.097 -0.072
C -3.184060 8.852753 3.971840 2.529 -0.001 -0.471 -0.085
H -2.924154 -0.692158 3.885849 -0.023 -0.609 -0.211 0.104
C -8.776209 0.676285 0.532913 -1.237 -0.290 1.157 -0.231
H 4.853100 0.775622 4.383466 -0.044 -0.143 0.278 0.116
H -2.527042 0.134007 -8.694714 1.443 -1.294 -0.027 0.145
H -3.557537 -2.342326 -3.056092 0.235 0.375 -1.283 0.097
H -0.828522 1.499815 -9.430773 -0.452 0.409 -0.413 0.106
C 5.130714 1.294350 -3.263318 -0.329 0.602 0.092 -0.154
H 6.459885 0.989487 -1.600404 0.630 -0.516 0.057 0.096
C -3.922290 -0.623550 4.301971 -2.099 0.904 -1.555 -0.084
H -1.257129 -1.258574 -8.491666 -0.211 0.787 0.582 0.143
H 3.780893 2.165716 -1.128195 -1.032 1.071 -0.015 0.093
H -3.174552 -1.348450 -6.456695 -1.682 -0.756 -0.662 0.091
O 2.083949 -6.251770 -2.214574 0.191 -1.884 -0.169 -0.100
H -0.680419 2.575669 -7.230757 0.235 -1.182 -0.266 0.135
H -1.402826 -6.504189 4.386545 -0.744 -0.189 0.053 0.107
C -0.749537 -7.288799 0.679220 -0.539 0.314 0.540 0.044
H 2.587509 -5.472399 0.229455 0.455 -0.024 -0.166 0.049
H 0.070338 -8.819392 -3.858305 -0.202 0.213 0.434 0.143
H 5.239264 -6.662943 0.540229 -0.281 0.241 -0.125 0.113
H 0.194690 -0.259597 -6.222402 0.014 -0.206 -0.456 0.108
H -4.290532 9.209159 -1.123908 0.058 -0.327 -0.564 0.132
O 2.308351 -8.285470 -3.001822 -0.008 -0.562 -0.612 -0.013
H 6.432741 3.759801 -3.836723 0.116 0.249 0.666 0.079
O -1.058200 5.444180 -0.432092 1.818 -0.598 0.666 -0.104
C -6.780612 0.526035 2.044583 1.199 -0.010 -0.562 -0.119
H 1.109286 -7.786032 -5.374635 -1.755 1.537 -0.102 0.134
H 5.018271 -4.701938 1.963061 -0.148 0.501 0.785 0.089
C -2.901755 -5.953468 1.678086 -0.258 0.092 -1.883 -0.009
H -6.872198 -2.037224 3.333387 0.242 -0.196 -0.405 0.137
O -6.333603 4.190217 1.568591 0.013 0.041 -0.156 -0.056
H 2.771055 6.917993 7.573957 0.150 1.167 -0.041 0.104
C 6.600181 -7.741929 -4.034694 0.617 -1.032 0.212 -0.162
H 3.518471 -3.324365 -4.635727 -0.204 0.413 0.108 0.110
C 5.847409 3.270037 -4.583163 -0.280 -1.558 -1.112 0.060
H 2.021134 -1.090262 6.478695 1.065 -0.018 1.518 0.113
H 2.388757 7.435290 5.272671 2.054 0.380 0.279 0.075
H 0.261858 0.585648 3.979033 -0.171 -1.142 -0.662 0.107
C 0.306696 -0.864255 -2.001846 -0.223 -1.978 0.553 -0.118
H -0.564559 3.278954 -0.270429 -0.314 -0.922 -0.206 0.098
C 0.638803 -2.484659 5.615880 0.883 -0.079 1.651 -0.181
C -2.733916 0.797294 -0.413069 0.964 -0.693 -0.489 -0.027
H 8.747867 0.746136 -5.928192 1.957 -0.701 -0.114 0.100
C -0.951989 2.258959 -0.472619 0.840 0.918 -0.611 0.014
H 2.387309 4.406451 9.073684 -0.386 -0.864 0.697 0.094
H 5.329148 2.625431 0.884003 0.673 0.097 -0.141 0.060
C -8.054000 -0.176881 1.600116 0.079 -0.490 -1.078 -0.177
H 0.451543 -1.081539 3.037808 -1.265 -1.132 -0.099 0.054
C -1.391785 -5.598472 -2.353454 0.065 0.751 -1.956 0.071
H -10.611307 0.489605 1.698065 0.192 0.571 -0.537 0.078
H -1.775808 -2.307191 6.636957 0.303 0.154 0.820 0.089
H 4.190672 6.824582 9.707403 0.134 0.812 0.106 0.053
H 2.872399 5.357885 6.913849 0.065 -0.073 0.820 0.120
H -3.514701 5.344187 -1.509545 -0.075 1.252 -0.150 0.144
H 4.830353 1.783943 -6.182403 0.168 -0.616 0.114 0.116
C 7.692392 -6.078274 -1.872132 -1.294 -0.371 1.021 0.046
O -3.146509 -2.863316 -0.924747 -1.378 0.185 0.871 -0.097
H 6.078331 2.712628 -1.847027 -0.728 -1.534 -0.017 0.144
C -2.237520 -1.170203 -6.044992 1.965 0.508 -0.056 -0.101
N 2.410579 -7.507620 -2.071425 0.298 2.556 1.838 -0.561
C -3.080684 3.040682 0.461551 -1.466 -0.567 -0.120 0.027
C 4.075123 5.771930 9.589014 -1.283 -1.544 -1.327 -0.086
C -4.419872 6.667557 -3.032062 -0.476 -0.390 -0.116 -0.136
H 4.120455 0.528596 -1.042090 -0.475 -1.168 0.170 0.097
H 0.772866 5.857725 2.980123 0.539 0.937 -0.651 0.063
H 4.181197 5.278192 10.544636 0.360 -0.029 0.232 0.062
C -5.911267 -1.542313 3.170574 0.095 0.651 0.382 -0.103
C 2.597357 5.447538 9.094688 1.043 2.414 -0.040 -0.199
N -5.695922 4.247024 2.643091 -0.493 0.794 -0.840 -0.611
C -0.695935 6.212250 5.268747 1.881 -0.963 -0.750 -0.049
H -2.935373 -7.471043 4.138309 -0.589 -0.638 0.666 0.094
H 4.752493 3.534928 -4.601462 1.166 -0.539 0.336 0.108
H -5.630346 -2.397272 -4.217361 0.296 1.050 -0.447 0.093
O -0.174210 -4.251623 -7.083012 0.223 -0.005 0.212 -0.035
O 5.913382 -2.025424 -4.249723 -0.801 0.222 -0.798 -0.024
H -6.223368 6.858362 0.272701 -0.038 0.306 0.658 0.103
H -7.000780 1.354664 4.600376 0.131 0.121 -0.106 0.106
H 1.457539 0.238889 2.715603 -0.159 0.350 -0.502 0.086
O 6.501453 -1.748748 -2.195488 -0.600 0.245 0.057 -0.042
H -2.768977 1.622276 -5.728221 0.229 0.614 0.913 0.080
H -0.857667 -1.237176 7.716583 0.298 0.725 -0.210 0.059
H 7.682574 -9.157924 -2.733532 -1.108 0.073 0.032 0.119
C 2.783341 0.702171 4.829019 -2.253 -0.742 0.634 -0.057
H -2.439136 -1.183656 -1.158622 0.723 1.130 0.369 0.101
H 2.556239 5.313876 4.912501 -0.313 0.397 -0.678 0.128
C 6.635631 -8.790457 -2.877314 -0.738 1.136 1.093 -0.093
H 4.539875 0.278438 6.041753 0.106 0.234 0.511 0.108
C 0.686674 -0.719235 -3.316245 0.342 0.232 0.062 -0.005
H -1.506847 -1.864215 -6.458154 -0.213 -0.455 0.270 0.115
H -4.621742 8.900747 1.640028 -0.497 0.848 -0.276 0.106
H -1.504108 -2.632477 8.373384 -0.136 -0.718 0.367 0.063
C 2.323318 5.957707 7.673224 2.115 -1.400 -0.460 -0.228
C 1.686315 -2.866219 -1.905732 0.759 -1.060 0.463 -0.003
H -1.065331 4.147116 4.693107 0.078 0.354 -0.392 0.114
H -3.149302 2.757650 1.545726 -0.371 0.283 -1.002 0.112
C 5.233601 -5.614809 -1.331172 1.396 2.080 0.177 -0.138
H 8.018954 1.719430 -3.589290 0.059 0.836 0.903 0.118
H 1.984420 6.089715 9.774612 -0.113 -1.158 -0.293 0.123
H -3.832885 -0.169066 5.244788 0.312 -0.024 1.600 0.082
C 1.359361 7.528831 5.256357 -2.204 -0.715 -0.746 0.032
C -2.846763 1.173974 -6.690025 -0.166 -1.300 1.598 0.026
H -4.994469 -1.514963 -5.667121 -0.252 -0.057 -0.065 0.056
C -2.292076 -1.224153 -4.520527 -0.574 0.839 0.754 -0.138
C -5.448572 6.270862 -0.176725 0.144 -0.884 -1.214 0.016
N 6.214725 -6.497570 -2.074497 1.125 0.407 0.688 -0.240
H 0.335646 0.050938 -3.986851 0.047 -0.128 0.563 0.090
N -2.233010 2.021736 -0.191577 0.196 -0.276 0.573 -0.055
H -0.497645 -7.148383 -6.149810 0.341 -0.153 0.226 0.113
H -5.094410 5.812961 -3.236524 0.361 0.407 0.275 0.122
C -0.744740 5.093762 4.225000 -0.433 -0.414 0.558 -0.119
H 2.699089 1.266508 3.926779 0.112 0.416 -0.696 0.098
N -4.273463 1.796143 -3.081869 -0.799 -1.012 -1.151 -0.567
H -5.401629 -2.109858 5.214247 0.397 0.480 -0.109 0.107
N -2.116619 -6.633941 2.469405 1.260 -0.223 -0.129 -0.088
N 2.112614 -2.672187 -3.161891 -1.008 2.147 0.491 -0.044
H 1.414871 4.186175 5.561011 -0.280 1.191 -1.242 0.135
N 1.887414 -0.597393 4.494861 0.536 1.559 1.148 -0.204
C 6.112265 -7.953610 -1.608096 -0.712 -0.050 -2.093 -0.075
H 0.144562 -7.706329 0.343874 1.333 -0.636 -0.597 0.115
C -6.966221 0.274617 4.489182 0.505 0.371 0.628 0.017
C 3.072019 -5.121682 1.146936 -1.106 -0.262 0.052 -0.124
H 6.722903 -8.122536 -0.752770 0.290 0.132 0.684 0.103